47
Properties=species:S:1:pos:R:3:forces:R:3 method="wB97M-V/def2-TZVPD" smiles="C=CCc1cccc(/C=N/NC(=O)CCC(=O)Nc2ccc(F)cc2)c1O" relative_energy_ev=1.149 total_charge=0 lumo_ha=0.012 mol_weight_g_mol=369.4 gap_ev=8.468
F -4.8294 -1.9374 -5.7533 0.015 0.039 0.031
O 2.0689 0.1744 3.0258 -0.016 0.067 0.197
O -0.4276 1.7454 -2.7241 0.257 -0.210 -0.252
O 0.5722 3.4214 1.2400 -0.066 0.105 0.170
N 1.0228 1.8393 -0.3227 0.142 -0.435 -0.776
N 1.4375 0.9216 0.5731 0.138 -0.201 0.641
N -2.6776 2.0941 -2.6838 -0.175 0.262 0.172
C 2.8418 -2.0281 3.3158 0.071 0.192 0.014
C -2.3583 0.0989 -4.0758 0.109 0.103 0.078
C 3.1467 -3.2668 2.7842 -0.070 0.199 -0.135
C 1.7459 -0.2535 0.1824 -0.229 0.438 -0.562
C -4.2871 -0.9568 -5.0033 0.094 0.090 0.072
C -4.5587 0.9783 -3.6468 0.231 -0.014 0.013
C 2.9965 -3.5253 1.4279 0.034 -0.171 -0.074
C -1.3916 2.3882 -2.3592 -0.493 0.418 0.258
C -3.1772 1.0489 -3.4716 -0.093 -0.369 -0.272
C 2.3624 -1.0112 2.4749 0.115 -0.393 -0.278
C 1.6646 -2.0134 5.4710 0.156 0.137 -0.028
C 0.6003 3.0682 0.0844 0.057 0.254 -0.169
C 2.5363 -2.5321 0.5951 -0.038 0.181 0.126
C 1.4687 -2.9316 6.3974 -0.110 -0.099 0.164
C 0.1531 3.9524 -1.0745 -0.146 -0.075 0.101
C -5.1205 -0.0236 -4.4127 0.089 -0.194 -0.130
C 2.2149 -1.2654 1.0955 0.134 -0.261 0.425
C -1.2866 3.6359 -1.4928 0.364 0.050 0.005
C -2.9148 -0.9069 -4.8436 -0.400 -0.077 -0.089
C 2.9774 -1.7616 4.7917 -0.114 0.073 -0.041
H 2.2669 -3.5677 6.7453 0.216 -0.098 0.029
H 3.2413 -4.4989 1.0319 0.020 -0.076 -0.044
H -5.1978 1.7139 -3.1796 -0.078 0.078 0.050
H -2.2927 -1.6490 -5.3176 0.049 -0.082 -0.055
H 3.5093 -4.0435 3.4414 0.036 -0.074 0.103
H 0.2072 4.9855 -0.7313 0.050 -0.115 0.022
H -1.6880 4.4742 -2.0692 -0.059 -0.039 0.048
H -1.2911 0.1513 -3.9458 0.006 -0.003 -0.001
H -6.1873 -0.0874 -4.5549 -0.102 -0.021 -0.023
H 3.7496 -2.4026 5.2192 0.020 0.039 0.003
H 1.7615 0.7947 2.3294 -0.021 -0.002 -0.069
H 0.8520 -1.3847 5.1336 -0.176 0.056 -0.001
H 3.2527 -0.7143 4.9344 0.106 -0.066 0.058
H 1.6667 -0.5370 -0.8738 0.001 0.055 0.022
H 0.9255 1.5764 -1.3081 -0.051 0.179 0.336
H 0.8185 3.8204 -1.9286 -0.017 0.058 0.001
H 0.5066 -3.0844 6.8566 -0.210 0.007 0.035
H -1.9090 3.5109 -0.6032 -0.074 0.047 -0.046
H 2.4174 -2.7191 -0.4626 -0.014 -0.008 -0.118
H -3.3902 2.7080 -2.3120 0.241 -0.043 -0.006



17
Properties=species:S:1:pos:R:3:forces:R:3 method="wB97M-V/def2-TZVPD" relative_energy_ev=7.589 total_charge=0 lumo_ha="0.032 / 0.030" mol_weight_g_mol=111.1 gap_ev="7.291 / 7.827"
N -2.2732 1.5524 1.1498 -0.083 -0.256 -0.087
N 0.5456 -1.6217 -1.2654 -1.043 -0.709 -0.648
N 0.8813 -0.8322 -0.2435 -0.618 1.866 0.540
C -0.9876 -0.4202 0.4434 0.252 0.531 0.855
C -1.2995 0.8953 0.3770 0.460 -0.776 0.140
C 2.0277 -1.2980 0.5023 0.074 0.094 0.504
C 0.1517 2.4623 -1.1596 -0.433 -0.494 0.415
C -0.5290 1.7524 -0.4639 0.644 0.653 -0.574
H -2.6673 2.3911 0.7451 0.071 -0.190 -0.075
H 2.5489 -2.1550 0.0609 -0.267 -0.130 -0.088
H 0.7955 3.0267 -1.7806 0.057 0.191 -0.117
H -2.9724 0.9367 1.5400 0.044 0.098 -0.011
H 2.7413 -0.4715 0.5603 -0.034 -0.046 0.095
H -1.5024 -1.0202 1.2026 0.291 -0.264 -0.223
H 1.2460 -2.2161 -1.7049 -0.802 0.177 0.123
H -0.4450 -1.4218 -1.4864 1.349 -0.689 -0.818
H 1.7385 -1.5602 1.5230 0.039 -0.056 -0.031



51
Properties=species:S:1:pos:R:3:forces:R:3 method="wB97M-V/def2-TZVPD" smiles="COC(=O)CNC(=O)CSc1nnc(-c2ccc(OC)cc2)n1CC(C)C" relative_energy_ev=2.351 total_charge=0 lumo_ha=0.017 mol_weight_g_mol=392.5 gap_ev=8.774
S -3.1379 1.7048 0.3058 -0.318 0.213 0.216
O -2.8368 -4.2338 0.3704 -0.015 -0.091 -0.031
O -2.4062 -2.0482 0.6467 -0.069 0.307 0.004
O -5.7823 -0.5414 0.3525 -0.263 0.050 0.346
O 5.5788 -1.4328 -0.4624 -0.209 0.105 -0.274
N -4.1645 -1.2253 -1.0810 0.044 -0.365 -0.301
N -0.5312 0.8983 0.1302 -0.421 -0.452 -0.587
N -1.8122 0.1486 -1.4924 -0.533 0.745 0.213
N -0.5815 -0.3507 -1.6735 1.025 -0.479 -0.182
C -4.8840 -0.2940 -0.4227 0.060 0.155 -0.431
C 2.3825 -0.3392 -1.7279 -0.001 0.012 0.176
C 3.7019 -0.7172 -1.6530 0.181 -0.088 0.113
C 4.2678 -1.0856 -0.4288 -0.162 0.059 -0.069
C 6.2052 -1.8373 0.7316 0.107 -0.072 0.223
C -0.5299 3.9102 0.0130 0.145 -0.048 0.258
C -0.1007 1.7216 1.2289 0.343 0.611 0.437
C 3.4709 -1.0819 0.7115 0.393 -0.098 0.103
C 0.1901 0.0819 -0.7122 -0.319 -0.048 -0.127
C 1.7694 2.9118 -0.0099 -0.119 0.071 0.244
C -1.7832 0.8889 -0.4129 -0.067 -0.080 -0.196
C -4.2505 -2.6141 -0.7197 -0.138 0.037 0.086
C 1.5874 -0.3032 -0.5805 0.340 -0.117 0.184
C -1.2945 -2.3526 1.4761 0.179 -0.320 0.177
C 2.1445 -0.6959 0.6302 -0.166 0.073 -0.263
C -3.0919 -3.0816 0.1490 -0.173 -0.086 -0.118
C 0.4834 3.0805 0.7955 -0.022 -0.119 -0.165
C -4.4845 1.1329 -0.7788 0.284 -0.082 0.221
H 2.2126 3.8847 -0.2068 0.057 0.096 -0.052
H -4.1424 1.2259 -1.8073 -0.087 0.031 -0.033
H -3.3159 -0.9145 -1.5615 -0.287 0.071 0.119
H -1.4644 -3.2947 2.0003 0.078 0.126 -0.001
H -0.3947 -2.4382 0.8623 -0.043 0.003 0.039
H -1.1972 -1.5316 2.1843 0.003 0.004 -0.046
H -4.2891 -3.2474 -1.6104 0.027 0.005 0.186
H 1.9436 -0.0662 -2.6745 -0.034 0.043 -0.107
H 3.8661 -1.3856 1.6680 0.075 -0.037 0.058
H 7.2345 -2.0656 0.4606 -0.068 0.005 0.069
H 0.7222 3.6084 1.7254 -0.021 -0.061 0.004
H 1.5683 2.4342 -0.9660 0.012 -0.032 -0.116
H -0.7777 3.4282 -0.9303 -0.062 -0.034 -0.122
H 0.6546 1.1809 1.8014 -0.172 0.023 0.018
H 4.3261 -0.7415 -2.5317 0.073 -0.001 -0.119
H -5.3128 1.8098 -0.5735 0.054 -0.091 -0.028
H -0.1144 4.8898 -0.2096 0.027 0.107 -0.048
H -0.9756 1.8922 1.8641 0.133 -0.109 0.048
H 6.1977 -1.0387 1.4803 -0.016 -0.034 -0.029
H -5.1756 -2.7536 -0.1475 0.185 -0.085 -0.110
H 2.4951 2.3068 0.5294 0.127 -0.069 -0.007
H 5.7345 -2.7332 1.1486 0.008 0.044 -0.013
H -1.4455 4.0433 0.5838 -0.111 0.087 -0.024
H 1.5400 -0.7381 1.5249 -0.059 0.016 0.055



8
Properties=species:S:1:pos:R:3:forces:R:3 method="wB97M-V/def2-TZVPD" relative_energy_ev=3.260 total_charge=0 lumo_ha="-0.021 / -0.022" mol_weight_g_mol=178.0 gap_ev="7.777 / 7.775"
I 3.1471 -0.0472 -0.4678 -2.755 -0.308 0.534
C -0.1613 0.3121 -1.0207 0.271 -0.934 1.192
C -1.2596 -0.2621 0.0982 0.940 1.195 0.514
C -0.2049 -0.5983 0.8709 -2.199 0.100 1.565
C 0.6851 -0.3004 -0.2108 4.680 1.281 -2.986
H -0.0020 1.2808 -1.4449 -0.366 0.046 -0.908
H -2.2487 0.1498 0.2465 -0.118 -0.507 0.283
H 0.0441 -0.5349 1.9286 -0.452 -0.873 -0.196



It is found that the electronic energy values, taken in the order of the records, are -1263.9907; -359.9184; -1618.5039; -451.6947 Eh.